# 1
ORCA calculation (ωB97M-V/def2-TZVPD) on 9 unconnected molecules or ions with the total composition C12H42O9 in a non-equilibrium geometry.

XYZ file:
```
63
Properties=species:S:1:pos:R:3:mulliken_charge:R:1
H -2.286 -0.060 -3.830 0.42
C 0.341 4.754 1.238 -1.59
H 1.400 0.076 -3.194 0.32
H 0.754 0.501 -5.404 0.32
H -0.254 -1.341 -6.465 0.46
C -0.324 -0.778 -4.400 0.74
H 1.069 -2.905 0.090 0.40
H 1.000 -0.284 2.282 -0.03
O 0.572 0.123 0.237 0.78
H 3.787 -0.469 3.979 0.33
H 0.418 5.407 0.369 0.40
H -1.390 3.617 -0.819 0.42
H -0.575 5.108 1.711 0.36
H -3.981 -1.298 -1.265 0.40
O 0.434 2.458 1.716 -0.48
O 0.389 0.471 -4.516 -0.56
H -1.956 -1.642 -3.210 0.39
H -0.203 -0.437 0.189 -0.12
H 2.706 1.366 -0.813 0.27
H -0.443 -2.838 0.035 0.37
H 1.150 4.939 1.945 0.37
H -4.117 -2.455 0.008 0.48
H 2.275 0.185 5.608 0.39
H 3.203 -0.387 2.420 0.14
H -3.765 -0.712 2.441 0.31
O 0.286 -3.456 0.084 -0.71
H 1.003 0.009 -0.610 -0.12
C 1.647 -0.643 5.279 -1.66
C -2.764 -0.736 0.458 1.93
H -1.335 2.011 -0.158 -0.07
O 3.329 1.610 -0.128 -0.68
H -2.159 -2.250 1.455 0.38
H 0.618 -0.408 5.551 0.37
H 0.982 3.238 -0.145 0.14
H -3.311 0.765 1.770 0.39
H -1.566 -0.214 -6.099 0.40
C -1.169 3.059 0.091 -0.90
H -2.716 -2.511 -0.982 0.34
O 1.836 0.193 -2.350 -0.68
H 1.173 -1.921 3.564 0.32
H 3.548 -2.015 3.263 0.32
H -1.919 3.446 0.781 0.32
C 1.692 -0.990 3.793 0.84
H -4.714 -0.036 1.036 0.36
O -1.780 -1.436 1.116 -0.66
H -1.287 -0.320 -2.426 0.01
O 1.029 0.071 3.173 -0.49
H 2.704 -0.192 -2.473 0.22
C -3.399 -1.811 -0.500 -1.65
H 2.945 1.265 0.678 0.31
H 3.360 -2.486 -0.784 0.26
H 0.355 1.593 1.308 0.02
H 3.195 -2.231 0.699 0.25
H -2.229 0.002 -0.139 -0.91
C -1.009 -1.074 -5.726 -1.65
C 3.121 -1.013 3.309 -1.08
H 2.001 -1.487 5.872 0.41
H 0.264 -1.659 -4.143 0.11
C 0.289 3.377 0.684 1.01
O 2.695 -2.367 -0.106 -0.62
C -3.732 -0.198 1.480 -1.50
H -1.708 -1.899 -5.591 0.38
C -1.485 -0.685 -3.435 -1.03
```

* charge: 0
* gap between HOMO and LUMO: 0.33203 hartree
* relative energy (zero: lowest compared OMol25 entry of this formula, charge and spin): 37.8 kcal/mol
* F_max: 3.3 eV/A

# 2
ORCA calculation (ωB97M-V/def2-TZVPD) on 2 unconnected molecules or ions with the total composition C5H14O in a non-equilibrium geometry.

XYZ file:
```
20
Properties=species:S:1:pos:R:3:mulliken_spin:R:1
H -0.359 -1.497 1.417 0.13
C -0.699 -2.036 0.522 0.08
H 0.814 3.119 0.899 0.00
H -0.859 2.879 1.490 0.00
O -1.444 -3.157 1.082 0.69
H 1.362 -2.719 0.494 0.00
H 1.878 2.062 -0.895 0.00
C -0.010 1.496 -0.119 0.00
H 0.653 2.031 -2.171 0.00
H -1.308 -1.352 -0.061 0.01
H 0.264 -3.726 -0.444 0.00
C 0.500 -2.701 -0.168 0.07
H -0.597 3.565 -0.096 0.00
C 0.987 1.552 -1.257 0.00
H 0.711 -2.001 -0.992 0.03
H 1.348 0.560 -1.566 0.00
H -0.954 1.181 -0.587 0.00
H 0.322 0.793 0.653 0.00
C -0.211 2.842 0.624 0.00
H -2.396 -2.889 1.173 -0.02
```

* charge: +1
* gap between HOMO and LUMO (spin up / spin down): 0.38222 / 0.15113 hartree
* relative energy (zero: lowest compared OMol25 entry of this formula, charge and spin): 18.9 kcal/mol
* 2S+1: 2
* F_max: 3.0 eV/A

# 3
ORCA calculation (ωB97M-V/def2-TZVPD) on C4H4N2O in the gas phase in a non-equilibrium geometry.

XYZ file:
```
11
Properties=species:S:1:pos:R:3:mulliken_charge:R:1
N -1.121 1.447 0.781 -0.57
C -0.196 -0.285 -0.391 0.03
H -0.370 -1.575 -1.593 0.42
O 1.818 -1.742 -1.137 -0.44
H 1.520 -0.323 0.778 0.19
C 0.047 1.125 1.292 -0.16
H 0.530 1.607 2.131 0.37
C -1.298 0.577 -0.269 -0.30
N 0.614 0.094 0.633 -0.06
H -2.206 0.640 -0.862 0.38
C 0.661 -1.564 -1.363 0.14
```

* charge: 0
* gap between HOMO and LUMO: 0.32835 hartree
* relative energy (zero: lowest compared OMol25 entry of this formula, charge and spin): 77.2 kcal/mol
* F_max: 5.1 eV/A

# 4
ORCA calculation (ωB97M-V/def2-TZVPD) on a molecular structure, C20H14Br2MgN5O2S2.

XYZ file:
```
46
Properties=species:S:1:pos:R:3:mulliken_charge:R:1
C -0.882 1.818 -4.543 -0.53
C 2.087 0.431 3.287 0.85
N 2.165 -3.844 -2.230 -0.49
H -3.665 3.566 -3.811 0.35
H 2.208 -4.538 -1.506 0.24
C 1.575 0.389 1.977 0.10
Mg -0.169 -0.396 -0.436 1.46
C 0.871 2.681 2.117 -0.26
Br 0.069 4.228 1.389 -0.19
H 1.984 -2.732 1.114 0.32
N 1.539 -1.708 -2.663 -1.24
C 1.371 2.732 3.426 -0.41
H 3.080 -2.817 3.377 0.40
H -0.412 -0.922 3.087 0.16
C 2.656 -0.764 3.788 -0.82
N 1.560 -0.751 1.235 -0.27
H -3.108 -1.079 -0.076 0.35
C 0.964 1.540 1.318 0.55
C -1.782 1.094 -2.383 0.39
N 0.582 -0.717 -2.394 0.79
H -1.923 3.377 -5.592 0.37
C -3.597 -1.714 1.960 -0.19
O 0.552 1.423 0.124 -0.83
C 1.972 1.650 4.004 -0.01
Br 2.630 1.783 5.781 -0.28
C 0.264 0.000 -3.403 -0.44
C -0.797 1.002 -3.412 0.48
S -2.683 -1.800 3.403 -0.20
C -2.824 -1.249 0.952 -0.80
O -1.772 0.377 -1.312 -0.65
C -2.859 2.846 -3.710 -0.37
N -1.541 -0.910 1.323 0.21
H -3.565 2.121 -1.816 0.36
C 2.072 -1.846 1.733 0.01
H -0.122 1.704 -5.310 0.31
H -4.627 -2.024 1.912 0.45
C -2.816 2.044 -2.594 -0.64
S 0.035 -3.070 -0.811 -0.57
C 2.657 -1.889 3.015 -0.90
H 3.075 -0.773 4.786 0.32
H 0.787 -0.181 -4.344 0.28
H 1.273 3.653 3.984 0.39
H 3.040 -3.575 -2.655 0.25
C -1.350 -1.129 2.590 -0.09
C 1.314 -2.781 -1.970 0.55
C -1.887 2.750 -4.711 -0.73
```

* charge: -1
* gap between HOMO and LUMO: 0.24212 hartree
* relative energy (zero: lowest compared OMol25 entry of this formula, charge and spin): 3.2 kcal/mol
* F_max: 0.5 eV/A

Q: The lowest relative energy (zero: lowest compared OMol25 entry of this formula, charge and spin) belongs to which entry?
A: C20H14Br2MgN5O2S2